# C4H12S

A cluster of 2 separate species, C4H12S in total in a non-equilibrium geometry (ωB97M-V/def2-TZVPD, the Open Molecules 2025 dataset).

As for the structure (SMILES): CCS.CC. Its frontier orbital gap is 0.3652 Eh. As for the largest force on an atom: 1.4 eV/Å. As for the HOMO energy: -9.04 eV. The calculation puts the LUMO energy at 0.9005 eV.

ORCA input file:
```
! wB97M-V def2-TZVPD RIJCOSX def2/J DEFGRID3
* xyz 0 1
H 2.18034 1.72445 2.57457
H 3.57643 -0.56398 1.04976
H -2.83397 -1.04887 0.13271
C 2.25577 0.74744 2.09724
H -3.58717 -1.13731 -2.37036
H -1.66290 0.16246 -0.34595
H -3.35684 0.38199 -0.66768
H 4.34649 0.36913 2.27718
H -2.28007 -2.15635 -1.89344
S -1.75485 -0.13289 -3.34650
H 3.93659 1.18549 0.74942
C 3.61848 0.44014 1.46811
H 1.41976 0.73705 1.39844
C -2.56952 -1.11346 -1.97966
H 2.03437 0.00050 2.85837
H -2.76582 0.76432 -3.32663
C -2.55710 -0.36010 -0.67559
*
```

---

# C4H12S

A cluster of 2 separate species, C4H12S in total in a non-equilibrium geometry (ωB97M-V/def2-TZVPD, the Open Molecules 2025 dataset).

As for the structure (SMILES): CCS.CC. Its frontier orbital gap is 0.3673 Eh. As for the largest force on an atom: 2.4 eV/Å. As for the HOMO energy: -9.02 eV. The calculation puts the LUMO energy at 0.9764 eV.

ORCA input file:
```
! wB97M-V def2-TZVPD RIJCOSX def2/J DEFGRID3
* xyz 0 1
S 0.66126 2.98661 -2.45178
H -0.40251 1.00769 -3.34732
C -1.18358 -1.07605 1.85931
H 1.09622 0.76769 -0.54132
H -1.17162 1.43517 -1.76296
H -1.98768 -1.68068 2.29138
H 1.37443 -0.23968 -2.14213
H 0.22223 -2.54169 2.40992
H 1.94042 2.67498 -2.20415
H -1.10115 -1.13912 0.78438
C 0.23275 -1.39104 2.48862
C -0.13272 1.32577 -2.27287
H -0.14764 -0.46647 -0.97291
H 0.29345 -0.89692 3.48419
H 1.01533 -1.02846 1.79298
H -1.32585 -0.02759 2.00789
C 0.61666 0.28979 -1.42322
*
```

---

# C4H12S

A cluster of 2 separate species, C4H12S in total in a non-equilibrium geometry (ωB97M-V/def2-TZVPD, the Open Molecules 2025 dataset).

As for the structure (SMILES): CCC.CS. Its frontier orbital gap is 0.3726 Eh. As for the largest force on an atom: 1.4 eV/Å. As for the HOMO energy: -9.08 eV. The calculation puts the LUMO energy at 1.0551 eV.

ORCA input file:
```
! wB97M-V def2-TZVPD RIJCOSX def2/J DEFGRID3
* xyz 0 1
C 4.29032 -0.39413 -0.08851
H -5.02621 0.79158 0.02653
H 4.75326 -1.27368 -0.53879
H 5.68979 0.09592 1.43906
H 4.05468 2.03317 1.17607
S -4.99036 -0.50798 0.32502
C -4.65308 -1.05911 -1.40090
H -5.58707 -1.42637 -1.82344
H 6.25121 0.45828 -0.21636
H -3.92744 -1.86271 -1.35925
H 5.70387 2.64129 0.97211
C 4.95779 1.96420 0.57356
H 4.71242 2.34068 -0.42308
C 5.41890 0.52073 0.48103
H 3.59586 -0.62523 0.71087
H 3.69834 0.12701 -0.84797
H -4.21952 -0.25443 -1.98009
*
```

---

# C4H12S2

A cluster of 2 separate species, C4H12S2 in total in a non-equilibrium geometry (ωB97M-V/def2-TZVPD, the Open Molecules 2025 dataset).

As for the structure (SMILES): CSC.CSC. Its frontier orbital gap is 0.3432 Eh. As for the largest force on an atom: 1.1 eV/Å. As for the HOMO energy: -8.37 eV. The calculation puts the LUMO energy at 0.9685 eV.

ORCA input file:
```
! wB97M-V def2-TZVPD RIJCOSX def2/J DEFGRID3
* xyz 0 1
H -0.28277 -0.59133 -3.02107
H -2.53240 -0.24422 3.90540
H 0.42050 -1.92320 1.73832
C 1.47198 2.35775 -2.67578
C -1.48151 -0.25653 3.64323
H 0.50741 2.81709 -2.85703
C -0.60867 -1.79554 1.42249
H -0.93174 0.55351 4.12793
H 1.63773 2.20322 -1.61035
C 0.57692 -0.28834 -2.43564
H -0.53445 -1.74224 0.33681
H 1.20727 -1.13468 -2.16060
H -1.23380 -2.56892 1.84741
H -1.10431 -1.20779 4.00749
S -1.17824 -0.13307 1.86733
S 1.55513 0.77990 -3.54319
H 0.22856 0.20589 -1.52228
H 2.28237 2.96851 -3.07048
*
```

---

# C4H12S2

A cluster of 2 separate species, C4H12S2 in total in a non-equilibrium geometry (ωB97M-V/def2-TZVPD, the Open Molecules 2025 dataset).

As for the structure (SMILES): CCS.CSC. Its frontier orbital gap is 0.3283 Eh. As for the largest force on an atom: 5.3 eV/Å. As for the HOMO energy: -8.09 eV. The calculation puts the LUMO energy at 0.8431 eV.

ORCA input file:
```
! wB97M-V def2-TZVPD RIJCOSX def2/J DEFGRID3
* xyz 0 1
H 4.20693 -0.40918 0.88887
S 2.61643 -1.82526 0.03951
H 1.93665 -2.87675 -2.10275
H 0.69769 -1.97320 -1.08029
H -1.04872 -0.74718 -0.25329
H -2.44056 -0.10913 1.17718
S -0.86442 0.59533 -0.22086
H 1.95707 -1.20053 -2.27518
H -4.16063 1.16053 0.12426
H -2.86759 2.44359 -0.39974
C -3.26431 1.80143 0.42930
H 3.22900 0.61477 -0.48650
C 1.72512 -1.96575 -1.55162
C -2.17905 0.88803 0.96333
H -3.67266 2.45750 1.19256
H -1.77150 1.15337 1.95823
H 2.57538 0.14288 1.16528
C 3.32515 -0.15045 0.43172
*
```

---

# C4H12S2

A cluster of 2 separate species, C4H12S2 in total in a non-equilibrium geometry (ωB97M-V/def2-TZVPD, the Open Molecules 2025 dataset).

As for the structure (SMILES): CSC.CSC. Its frontier orbital gap is 0.3416 Eh. As for the largest force on an atom: 2.3 eV/Å. As for the HOMO energy: -8.45 eV. The calculation puts the LUMO energy at 0.8494 eV.

ORCA input file:
```
! wB97M-V def2-TZVPD RIJCOSX def2/J DEFGRID3
* xyz 0 1
C 0.81155 -1.76901 -2.15295
H 1.58044 -1.46611 -1.44224
H -0.07834 1.57860 2.83897
C -0.91869 -1.63963 0.12127
S 1.04650 1.73543 0.60275
H 1.21575 -2.42375 -2.91384
H -0.25423 3.08200 -0.96208
H 0.70277 -0.80880 -2.67172
H 1.46805 0.60098 2.58977
C -0.41113 2.35772 -0.13466
H -1.49502 -2.37652 0.70118
H -0.00495 0.10788 1.77472
H -0.96413 3.02283 0.52567
H 0.03396 -1.54020 0.60274
S -0.79158 -2.30685 -1.58714
H -1.12186 1.53089 -0.31092
C 0.55284 0.96851 2.13411
H -1.37192 -0.65398 0.28437
*
```

---

# C4H13B2N3

A structure of composition C4H13B2N3 in a non-equilibrium geometry (ωB97M-V/def2-TZVPD, the Open Molecules 2025 dataset).

Its frontier orbital gap is 0.3010 Eh. As for the largest force on an atom: 5.6 eV/Å. As for the HOMO energy: -7.55 eV. The calculation puts the LUMO energy at 0.6395 eV.

ORCA input file:
```
! wB97M-V def2-TZVPD RIJCOSX def2/J DEFGRID3
* xyz 0 1
H -1.62003 -2.82414 0.59838
H 0.57324 -1.05660 -2.80881
H -2.20349 1.88203 1.88295
H 1.57580 0.29045 -2.32995
H 2.59807 1.30262 -0.53896
B -0.84391 -1.03324 -0.34078
N 0.25825 -0.33796 -0.92357
C 1.83113 1.34229 0.22849
H 2.14330 0.61585 1.01927
H 1.72639 2.25118 0.79866
H -2.22715 -0.26093 1.31644
C -0.90794 -2.62905 -0.15503
B -0.81231 1.01597 0.43032
C -1.15004 2.04569 1.55935
C 1.12929 -0.63668 -1.95648
H -0.42600 1.63049 2.27388
H -0.04145 -3.35663 -0.15771
H 1.91949 -1.26862 -1.46812
N 0.50514 0.86764 -0.17336
H -1.44603 -2.75720 -1.07659
H -0.87202 3.07786 1.33301
N -1.70972 -0.16101 0.48859
*
```

---

# C4H13N2

The molecule C4H13N2 in a non-equilibrium geometry (ωB97M-V/def2-TZVPD, the Open Molecules 2025 dataset).

The expectation value of S² is 0.7506. Its frontier orbital gap (spin up / spin down) is 0.1521 / 0.3754 Eh. As for the largest force on an atom: 3.0 eV/Å. As for the HOMO energy (spin up / spin down): -2.94 / -9.43 eV. The calculation puts the LUMO energy (spin up / spin down) at 1.2009 / 0.7850 eV.

ORCA input file:
```
! wB97M-V def2-TZVPD RIJCOSX def2/J DEFGRID3
* xyz 0 2
N 2.03631 -0.49757 0.42259
H 0.44706 2.17566 0.03802
H 1.11007 -1.39516 -1.24915
H -1.14899 -1.30136 -0.80110
H 1.25867 0.78186 0.64836
H 2.17067 -0.59817 1.44724
H -2.35073 1.86117 0.02936
C 0.95896 -1.33590 -0.16037
H -1.73902 1.22682 -1.45399
C -0.71416 0.45438 0.28357
N 0.50659 1.18723 -0.09267
C -0.57972 -1.03018 0.10455
H 2.94570 -0.57032 -0.03556
H 0.69764 0.96680 -1.11692
H -0.89061 -1.67913 0.94282
H -1.01091 0.76438 1.26754
H -2.80031 0.30238 -0.23582
H 1.07375 -2.26793 0.35333
C -1.97098 0.95504 -0.39181
*
```

---

# C4H13N2

A cluster of 2 separate species, C4H13N2 in total in a non-equilibrium geometry (ωB97M-V/def2-TZVPD, the Open Molecules 2025 dataset).

Its frontier orbital gap is 0.3446 Eh. As for the largest force on an atom: 1.2 eV/Å. As for the HOMO energy: -12.88 eV. The calculation puts the LUMO energy at -3.5017 eV.

ORCA input file:
```
! wB97M-V def2-TZVPD RIJCOSX def2/J DEFGRID3
* xyz 1 1
H -1.16129 1.24451 1.37597
H 0.59914 -0.52459 -3.89562
H -1.42438 -1.43552 -2.84711
C -0.11561 1.57493 1.44376
C 0.36983 -0.36008 -2.85580
H 1.55557 1.13619 2.48185
H 1.44944 -1.16282 2.54769
H -1.41276 -1.41383 -0.41087
H 0.29202 1.64694 0.41922
H 1.40654 -0.67082 0.86507
H 1.14431 0.13458 -2.28065
C -0.72499 -0.82987 -2.29028
C 0.85529 -0.60007 1.82895
H -0.12643 -0.46621 -0.33826
N -0.99668 -0.59869 -0.87324
H -1.61137 0.19982 -0.71378
N 0.63761 0.73470 2.34591
H -0.06671 -1.18286 1.72336
H -0.21666 2.57970 1.85108
*
```

---

# C4H13N2

The ion C4H13N2 with charge +1 in a non-equilibrium geometry (ωB97M-V/def2-TZVPD, the Open Molecules 2025 dataset).

As for the structure (SMILES): CC[NH2+]CCN. Its frontier orbital gap is 0.4128 Eh. As for the largest force on an atom: 1.9 eV/Å. As for the HOMO energy: -14.27 eV. The calculation puts the LUMO energy at -3.0431 eV.

ORCA input file:
```
! wB97M-V def2-TZVPD RIJCOSX def2/J DEFGRID3
* xyz 1 1
H 0.12822 -2.91375 -0.06990
H -0.46078 0.11776 -1.25176
H 0.98610 -1.76599 1.08694
H 1.10574 0.69402 0.37676
N 1.22164 -1.27936 -0.91573
C 0.39567 -1.87825 0.14976
H -1.58811 -1.60679 -0.38719
H -1.40374 -1.11151 1.27355
C -0.07416 2.65015 0.40064
C 0.14184 1.16617 0.56460
H -1.60336 0.91570 -0.53059
C -0.94131 -1.03886 0.27852
H 0.04033 3.01552 -0.63410
H 1.01920 -1.60795 -1.86183
N -0.78885 0.34300 -0.30939
H -1.10176 2.90595 0.72058
H 0.70939 3.20776 0.93645
H 2.17425 -1.57830 -0.74032
H -0.05819 0.83124 1.58914
*
```

---

# C4H13N2

A cluster of 2 separate species, C4H13N2 in total in a non-equilibrium geometry (ωB97M-V/def2-TZVPD, the Open Molecules 2025 dataset).

Its frontier orbital gap is 0.3152 Eh. As for the largest force on an atom: 3.0 eV/Å. As for the HOMO energy: -13.93 eV. The calculation puts the LUMO energy at -5.3527 eV.

ORCA input file:
```
! wB97M-V def2-TZVPD RIJCOSX def2/J DEFGRID3
* xyz 1 1
H -2.16242 0.75254 -0.83186
H -1.78050 -0.91036 -0.53251
H 0.16328 1.04792 2.40338
H 1.71623 1.39082 -2.20223
H 1.15070 -1.75098 0.55099
H -0.79933 -0.03304 -1.70191
C 1.01081 0.94540 -0.23881
H 1.17546 1.99187 0.05405
H -0.41221 -2.20449 0.85527
C -0.32971 0.46858 0.20371
C -1.32361 0.07377 -0.79618
H 0.14300 -2.41550 -0.74127
N 0.24899 -1.93673 0.16224
H -1.07999 -0.20793 2.24894
H 1.17481 -0.26516 -1.90528
C -0.64898 0.63005 1.69880
H 1.64361 0.50622 0.55052
H -1.53169 1.35107 1.70535
N 1.64156 0.56596 -1.48322
*
```

---

# C4H13N2O

A cluster of 2 separate species, C4H13N2O in total in a non-equilibrium geometry (ωB97M-V/def2-TZVPD, the Open Molecules 2025 dataset).

Its frontier orbital gap is 0.2368 Eh. As for the largest force on an atom: 1.8 eV/Å. As for the HOMO energy: -2.31 eV. The calculation puts the LUMO energy at 4.1385 eV.

ORCA input file:
```
! wB97M-V def2-TZVPD RIJCOSX def2/J DEFGRID3
* xyz -1 1
H -3.18172 1.11346 -0.13508
H 1.31934 1.25846 -0.21477
N 2.42445 -0.71346 -1.60007
H -0.98898 0.29024 -0.94246
H 1.38250 -1.29081 0.17493
H -2.67023 0.86812 1.53731
H 2.50605 -1.65526 -1.96386
H 1.62628 -0.31985 -2.08570
H -4.01586 -0.82804 0.04986
H 3.13499 -1.17417 0.27569
C 2.24381 -0.69468 -0.14706
C -1.04131 0.57631 0.13682
C 2.10991 0.74291 0.33734
N -3.04434 -0.89716 0.31794
H 3.02529 1.29159 0.08326
C -2.54651 0.50346 0.51493
O -0.57760 1.81821 0.40751
H 1.88137 0.85502 1.39230
H -2.99621 -1.45483 1.15439
H -0.59125 -0.28954 0.70673
*
```